1.
A 2-piece molecular cluster, C2H6NO2P overall in a non-equilibrium geometry. Source: the Open Molecules 2025 dataset; level of theory: ωB97M-V/def2-TZVPD.

Summary:
LUMO energy (alpha / beta) in eV: -0.41 / -1.03
DFT total energy in eV: -17039.5083
Energy relative to the best compared isomer or geometry (same formula, charge and spin) in kcal per mole: 144.3
HOMO energy (alpha / beta) in eV: -9.16 / -8.01
Orbital gap (alpha / beta) in eV: 8.754 / 6.977
Largest force on an atom in eV/Å: 2.4

Each atom is followed by the atoms it is bonded to, with distances in Å.
Geometry (Å):
1 C 0.85 -1.05 0.14  C2 1.480, H7 1.097, H8 1.093, H9 1.089
2 C 0.49 0.18 -0.60  C1 1.480, P6 1.758, H10 1.083
3 N -1.90 -0.26 0.00  O4 1.194, O5 1.194
4 O -2.15 -1.42 0.08  N3 1.194
5 O -2.52 0.75 0.20  N3 1.194
6 P 0.10 1.75 0.08  C2 1.758, H11 1.396, H12 1.396
7 H 0.09 -1.82 0.01  C1 1.097
8 H 1.79 -1.46 -0.24  C1 1.093
9 H 0.96 -0.85 1.21  C1 1.089
10 H 0.37 0.09 -1.68  C2 1.083
11 H 0.77 1.59 1.30  P6 1.396
12 H 1.14 2.49 -0.49  P6 1.396

What are the Löwdin partial charges on each atom? They are as follows, in elementary charge units:
1 C -0.18
2 C -0.41
3 N -0.33
4 O 0.04
5 O -0.03
6 P 0.84
7 H 0.06
8 H 0.08
9 H 0.07
10 H 0.06
11 H -0.09
12 H -0.10

2.
One molecule with the formula C2H6NO2P in a non-equilibrium geometry. Source: the Open Molecules 2025 dataset; level of theory: ωB97M-V/def2-TZVPD.

Summary:
LUMO energy in eV: 0.71
DFT total energy in eV: -17042.0734
Energy relative to the best compared isomer or geometry (same formula, charge and spin) in kcal per mole: 85.2
HOMO energy in eV: -8.95
Orbital gap in eV: 9.655
SMILES string: O=C(CP)NO
Largest force on an atom in eV/Å: 5.4

Each atom is followed by the atoms it is bonded to, with distances in Å.
Geometry (Å):
1 C -0.52 0.44 -0.03  C2 1.808, N3 1.378, O4 1.204
2 C 1.12 0.47 -0.79  C1 1.808, P6 1.784, H7 1.184, H8 1.064
3 N -1.17 -0.78 -0.13  C1 1.378, O5 1.421, H9 1.010
4 O -0.89 1.37 0.63  C1 1.204
5 O -2.52 -0.69 0.31  N3 1.421, H10 0.950
6 P 2.22 -0.06 0.51  C2 1.784, H11 1.393, H12 1.515
7 H 1.14 -0.34 -1.65  C2 1.184
8 H 1.26 1.49 -1.04  C2 1.064
9 H -1.08 -1.45 -0.88  N3 1.010
10 H -2.73 0.15 0.70  O5 0.950
11 H 1.68 -1.32 0.78  P6 1.393
12 H 1.51 0.73 1.59  P6 1.515

What are the Löwdin partial charges on each atom? They are as follows, in elementary charge units:
1 C -0.49
2 C -0.43
3 N 0.02
4 O 0.04
5 O -0.02
6 P 0.73
7 H 0.09
8 H 0.03
9 H 0.14
10 H 0.08
11 H -0.13
12 H -0.05

3.
An isolated ion of composition C2H6NO2S and charge +1 in a non-equilibrium geometry. Source: the Open Molecules 2025 dataset; level of theory: ωB97M-V/def2-TZVPD.

Summary:
LUMO energy (alpha / beta) in eV: -4.59 / -8.49
DFT total energy in eV: -18577.7456
Net charge: +1
Energy relative to the best compared isomer or geometry (same formula, charge and spin) in kcal per mole: 9.9
2S+1: 3
HOMO energy (alpha / beta) in eV: -10.80 / -16.20
Expectation value of S²: 2.0181
Orbital gap (alpha / beta) in eV: 6.206 / 7.705
Largest force on an atom in eV/Å: 4.7

Each atom is followed by the atoms it is bonded to, with distances in Å.
Geometry (Å):
1 C 1.43 -0.75 -0.03  O5 1.403, S6 1.879, H7 1.172, H12 1.112
2 C -1.94 0.97 -0.38  N3 1.263, H8 1.202, H9 1.080
3 N -0.76 0.68 -0.03  C2 1.263, S6 1.858, H11 1.113
4 O -0.96 -1.85 -0.31  S6 1.421
5 O 1.93 0.39 0.61  C1 1.403, H10 0.909
6 S -0.32 -1.00 0.63  C1 1.879, N3 1.858, O4 1.421
7 H 1.38 -0.39 -1.14  C1 1.172
8 H -2.78 0.11 -0.30  C2 1.202
9 H -2.26 1.96 -0.66  C2 1.080
10 H 2.23 0.12 1.43  O5 0.909
11 H 0.06 1.42 -0.13  N3 1.113
12 H 1.99 -1.64 0.32  C1 1.112

What are the Löwdin partial charges on each atom? They are as follows, in elementary charge units:
1 C -0.27
2 C -0.01
3 N -0.20
4 O -0.30
5 O -0.03
6 S 1.00
7 H 0.17
8 H 0.16
9 H 0.10
10 H 0.07
11 H 0.19
12 H 0.13

4.
A 2-piece molecular cluster, C2H6NO2S2 overall in a non-equilibrium geometry. Source: the Open Molecules 2025 dataset; level of theory: ωB97M-V/def2-TZVPD.

Summary:
LUMO energy in eV: 3.19
DFT total energy in eV: -29429.1050
Net charge: -1
Energy relative to the best compared isomer or geometry (same formula, charge and spin) in kcal per mole: 16.8
HOMO energy in eV: -4.31
Orbital gap in eV: 7.502
Largest force on an atom in eV/Å: 1.0

Each atom is followed by the atoms it is bonded to, with distances in Å.
Geometry (Å):
1 N -0.31 3.14 1.62  C2 1.423, H5 1.007, H6 1.005
2 C -0.71 1.99 0.88  N1 1.423, O3 1.255, O4 1.254
3 O -0.50 0.89 1.45  C2 1.255
4 O -1.24 2.21 -0.23  C2 1.254
5 H -0.78 3.98 1.33  N1 1.007
6 H -0.22 3.04 2.61  N1 1.005
7 C -0.56 -0.30 -1.41  S8 1.810, H10 1.094, H11 1.087, H12 1.084
8 S 1.04 -1.13 -1.21  C7 1.810, S9 2.046
9 S 0.64 -2.69 0.05  S8 2.046, H13 1.366
10 H -1.04 -0.80 -2.25  C7 1.094
11 H -0.36 0.74 -1.66  C7 1.087
12 H -1.17 -0.33 -0.51  C7 1.084
13 H 0.87 -2.03 1.22  S9 1.366

What are the Löwdin partial charges on each atom? They are as follows, in elementary charge units:
1 N 0.07
2 C -0.85
3 O -0.11
4 O -0.11
5 H 0.05
6 H 0.05
7 C -0.50
8 S 0.32
9 S 0.23
10 H 0.01
11 H 0.02
12 H 0.02
13 H -0.19